This record from the Open Molecules 2025 dataset describes a molecular structure, C13H36AsCl6F6O12P2. The level of theory is ωB97M-V/def2-TZVPD.

Cartesian coordinates (Å):
As: 1.24 -1.32 1.50
F: 0.84 0.35 1.23
F: 0.16 -1.72 0.18
F: 1.68 -2.98 1.66
F: 2.33 -0.89 2.75
F: -0.06 -1.46 2.61
F: 2.50 -1.12 0.31
C: -0.69 -0.47 -2.76
O: -0.79 0.83 -3.35
P: -1.80 1.14 -4.50
O: -1.72 0.32 -5.71
O: -3.21 1.11 -3.76
C: -4.33 0.51 -4.39
O: -1.49 2.66 -4.71
C: -2.35 3.44 -5.52
H: -1.65 -0.82 -2.37
H: -0.05 -0.37 -1.90
H: -0.28 -1.15 -3.51
H: -4.05 -0.15 -5.21
H: -5.02 1.27 -4.78
H: -4.88 -0.04 -3.63
H: -3.29 2.94 -5.75
H: -1.83 3.76 -6.42
H: -2.58 4.35 -4.96
C: 0.67 1.83 3.93
O: -0.13 3.03 3.95
P: -1.69 2.98 3.83
O: -2.38 2.03 4.68
O: -2.05 2.81 2.31
C: -1.38 3.46 1.22
O: -2.03 4.51 4.07
C: -1.41 5.27 5.09
H: 1.31 1.80 4.81
H: 1.28 1.89 3.03
H: 0.09 0.91 3.96
H: -2.12 3.93 0.58
H: -0.82 2.74 0.63
H: -0.69 4.22 1.60
H: -1.22 4.68 5.98
H: -2.10 6.05 5.41
H: -0.51 5.76 4.71
C: -3.30 -0.74 1.75
C: -2.79 0.27 0.73
O: -3.71 1.33 0.57
O: -3.76 -0.10 2.92
H: -2.52 -1.48 1.95
H: -4.12 -1.28 1.26
H: -2.73 -0.23 -0.24
H: -1.76 0.60 0.95
H: -3.69 1.92 1.33
H: -3.01 0.05 3.51
C: 2.92 -4.84 -3.32
C: 1.79 -4.41 -2.44
O: 2.32 -3.37 -1.62
O: 2.61 -6.12 -3.89
H: 3.87 -4.90 -2.77
H: 3.08 -4.12 -4.13
H: 1.39 -5.24 -1.86
H: 0.99 -4.03 -3.08
H: 1.62 -2.91 -1.14
H: 3.20 -6.25 -4.64
C: 4.06 -2.74 4.73
Cl: 4.87 -1.23 4.26
Cl: 3.54 -2.74 6.42
H: 3.21 -2.87 4.08
H: 4.82 -3.50 4.61
C: 4.17 -3.19 0.24
Cl: 4.10 -4.16 1.71
Cl: 5.11 -4.04 -1.01
H: 3.16 -3.07 -0.12
H: 4.64 -2.23 0.39
C: 2.51 1.40 -1.47
Cl: 2.14 3.01 -0.87
Cl: 2.53 1.33 -3.27
H: 3.50 1.10 -1.16
H: 1.76 0.68 -1.21

As for the energy: -209501.19281 eV. As for the net charge: -1. As for the LUMO energy: 2.3 eV. The value obtained for the molar mass is 847.995 Da. The value obtained for the energy above the lowest of the compared OMol25 structures with the same formula, charge and spin is 0.0 kJ/mol. As for the HOMO-LUMO gap: 9.52 eV.


This record from the Open Molecules 2025 dataset describes a molecular structure, C39H66GaN4O3. The level of theory is ωB97M-V/def2-TZVPD.

Cartesian coordinates (Å):
Ga: -15.93 -13.78 -2.23
C: -15.20 -15.82 -0.29
N: -16.19 -15.60 -1.33
C: -17.53 -15.90 -0.79
C: -15.78 -16.49 -2.47
C: -16.23 -15.94 -3.78
N: -15.74 -14.59 -4.13
C: -14.33 -14.58 -4.53
C: -13.59 -13.36 -4.20
C: -13.17 -12.47 -5.24
C: -12.43 -11.34 -4.91
C: -11.99 -11.27 -3.59
C: -12.41 -12.07 -2.57
C: -13.39 -13.07 -2.87
O: -14.02 -13.84 -1.98
C: -11.70 -12.10 -1.25
C: -11.08 -13.46 -1.10
C: -10.60 -10.99 -1.10
C: -12.76 -11.95 -0.19
C: -12.17 -10.25 -5.94
C: -13.24 -9.14 -5.57
C: -12.51 -10.68 -7.39
C: -10.68 -9.67 -5.81
C: -16.60 -14.00 -5.23
C: -17.61 -12.95 -4.69
C: -17.85 -11.90 -5.62
C: -18.71 -10.81 -5.24
C: -19.28 -10.93 -3.95
C: -19.15 -11.98 -3.09
C: -18.18 -12.94 -3.42
O: -17.77 -13.89 -2.54
C: -19.90 -12.02 -1.70
C: -19.00 -12.30 -0.50
C: -21.04 -13.07 -1.85
C: -20.53 -10.65 -1.41
C: -19.00 -9.65 -6.16
C: -18.38 -8.31 -5.57
C: -20.48 -9.37 -6.26
C: -18.33 -9.91 -7.49
H: -15.21 -16.85 0.06
H: -15.35 -15.24 0.61
H: -14.15 -15.66 -0.58
H: -17.41 -16.86 -0.23
H: -18.26 -15.96 -1.58
H: -17.70 -15.02 -0.15
H: -16.22 -17.49 -2.31
H: -14.73 -16.55 -2.46
H: -17.30 -16.09 -3.90
H: -15.80 -16.59 -4.50
H: -14.22 -14.75 -5.58
H: -13.91 -15.38 -4.05
H: -13.50 -12.72 -6.24
H: -11.22 -10.61 -3.34
H: -10.23 -13.66 -1.79
H: -11.89 -14.21 -1.18
H: -10.62 -13.46 -0.10
H: -9.84 -11.13 -1.90
H: -10.07 -11.01 -0.20
H: -11.00 -9.96 -1.22
H: -13.50 -12.71 -0.31
H: -13.36 -11.01 -0.20
H: -12.32 -11.92 0.84
H: -14.22 -9.61 -5.56
H: -13.11 -8.25 -6.23
H: -13.09 -8.80 -4.56
H: -13.43 -11.29 -7.49
H: -11.70 -11.33 -7.79
H: -12.47 -9.75 -8.00
H: -10.74 -8.88 -5.06
H: -10.43 -9.15 -6.70
H: -10.03 -10.48 -5.54
H: -17.11 -14.78 -5.74
H: -16.01 -13.51 -6.01
H: -17.38 -12.03 -6.60
H: -19.92 -10.08 -3.72
H: -18.53 -13.27 -0.64
H: -19.65 -12.21 0.39
H: -18.25 -11.55 -0.43
H: -20.61 -13.97 -2.32
H: -21.86 -12.66 -2.44
H: -21.46 -13.29 -0.87
H: -19.88 -9.78 -1.57
H: -20.92 -10.65 -0.36
H: -21.36 -10.44 -2.09
H: -18.88 -8.08 -4.64
H: -18.48 -7.53 -6.32
H: -17.38 -8.45 -5.39
H: -20.84 -9.06 -5.29
H: -21.08 -10.27 -6.55
H: -20.58 -8.56 -6.99
H: -17.27 -9.98 -7.36
H: -18.68 -9.15 -8.23
H: -18.78 -10.79 -7.96
C: -16.91 -9.36 0.64
N: -16.00 -10.46 0.28
C: -15.80 -11.39 1.36
C: -15.93 -10.85 -1.03
O: -15.94 -12.06 -1.41
N: -15.57 -9.89 -1.90
C: -14.99 -8.62 -1.60
C: -15.82 -10.11 -3.29
H: -17.86 -9.72 1.03
H: -17.04 -8.80 -0.25
H: -16.51 -8.76 1.42
H: -15.54 -10.74 2.22
H: -14.95 -12.08 1.20
H: -16.74 -11.85 1.51
H: -14.57 -8.69 -0.56
H: -15.70 -7.81 -1.65
H: -14.17 -8.49 -2.27
H: -16.82 -10.44 -3.41
H: -15.18 -10.88 -3.74
H: -15.72 -9.17 -3.87

As for the energy: -105989.04351 eV. As for the net charge: +1. As for the LUMO energy: -1.7 eV. The value obtained for the molar mass is 708.705 Da. The value obtained for the energy above the lowest of the compared OMol25 structures with the same formula, charge and spin is 309.8 kJ/mol. As for the HOMO-LUMO gap: 8.62 eV.